# 1
A molecular structure, C29H30AsF5N4O4ReSSi2, computed with ωB97M-V/def2-TZVPD.

- Gap between HOMO and LUMO (alpha / beta): 6.142 / 5.837 eV

The geometry in ORCA input format:
```
! wB97M-V def2-TZVPD RIJCOSX def2/J DEFGRID3
* xyz 2 2
Re 1.20986 0.77099 -1.28511
O 3.70291 -1.47575 2.23475
C 3.08450 -0.56757 1.49150
O 2.05846 -0.01612 1.77086
C 3.89624 -0.22032 0.26857
C 5.22793 -0.60042 0.17637
C 5.99321 -0.14166 -0.87932
C 5.41926 0.74319 -1.78004
C 4.08855 1.07964 -1.62974
N 3.30780 0.55900 -0.65218
C 3.40732 2.13379 -2.44834
O 4.03610 2.77185 -3.39417
O 2.25039 2.44273 -2.18971
H 3.21155 -1.60648 3.06225
H 5.65127 -1.23073 0.94408
H 7.03019 -0.43194 -0.97780
H 6.02774 1.15029 -2.57626
H 4.94711 2.48853 -3.54859
N -2.50685 -6.49235 5.73030
C -2.10493 -5.88682 4.84201
C -1.59849 -5.11969 3.73678
C -2.23383 -3.93651 3.36775
C -1.74826 -3.19673 2.30451
C -0.62146 -3.63835 1.62897
C 0.02069 -4.81427 1.98686
C -0.47543 -5.56059 3.04137
N -0.10146 -2.86278 0.54178
C 0.47250 -3.35948 -0.61207
C 0.88045 -2.28575 -1.32733
N 0.56260 -1.13101 -0.62647
C -0.02425 -1.52706 0.49569
H -3.11383 -3.61098 3.90459
H -2.25864 -2.29741 1.98863
H 0.90741 -5.14386 1.46191
H 0.01028 -6.48091 3.33376
H 0.50560 -4.41233 -0.82916
H 1.34956 -2.25411 -2.29620
H -0.32826 -0.88841 1.30556
C -0.21740 4.61260 2.00518
Si -0.00237 4.42536 0.16020
C -1.27602 5.32554 -0.84785
C 1.72713 4.88023 -0.34891
As -0.30606 2.03777 -0.09676
Si -2.35075 1.35432 0.99234
C -1.84562 0.79304 2.70796
C -3.23333 0.04164 -0.00761
C -3.39678 2.89069 1.01078
H 0.04096 5.63664 2.28811
H 0.43952 3.94250 2.56249
H -1.24316 4.43717 2.33045
H -1.20967 6.39666 -0.63984
H -2.29221 5.00765 -0.62133
H -1.10305 5.18365 -1.91591
H 1.88043 5.93404 -0.09948
H 1.87797 4.76953 -1.42007
H 2.48021 4.30110 0.18804
H -0.81610 0.43477 2.76913
H -2.50531 -0.00290 3.06136
H -1.93883 1.62520 3.40840
H -2.58609 -0.62585 -0.57561
H -3.90198 0.53496 -0.71489
H -3.86143 -0.56275 0.65159
H -2.96280 3.70206 1.59356
H -4.36294 2.64547 1.46179
H -3.59227 3.24645 -0.00192
F -4.32926 -2.96327 -3.70132
C -3.27385 -2.17690 -3.62539
C -2.03640 -2.62764 -4.06409
F -1.90961 -3.85227 -4.55125
C -0.93562 -1.79493 -3.97135
F 0.24811 -2.25823 -4.38168
C -1.03072 -0.51638 -3.43705
S 0.36705 0.56172 -3.39598
C -2.28210 -0.08275 -3.02091
F -2.43051 1.15072 -2.53124
C -3.39617 -0.89807 -3.10208
F -4.57677 -0.45913 -2.68525
*
```

# 2
12 unconnected molecules or ions with the total composition C46H94N2O22, computed with ωB97M-V/def2-TZVPD.

- Gap between HOMO and LUMO: 9.738 eV
- SMILES string: CCOC(C)=O.CCOC(C)=O.CCOC(C)=O.CCOC(C)=O.CCOC(C)=O.CCOC(C)=O.CCOC(C)=O.CCOC(C)=O.CCOC(C)=O.CCOC(C)=O.CNC(C)=O.CNC(C)=O

The geometry in ORCA input format:
```
! wB97M-V def2-TZVPD RIJCOSX def2/J DEFGRID3
* xyz 0 1
C 25.04106 11.20907 19.99698
C 24.58981 12.26921 19.04790
O 23.37822 12.80845 19.54050
C 22.27891 12.57702 18.86188
C 21.13974 13.40546 19.39812
O 22.16946 11.80087 17.96340
H 25.91087 10.77641 19.50635
H 24.32492 10.43172 20.10058
H 25.25498 11.58952 21.00570
H 25.21278 13.13903 18.91305
H 24.36077 11.82184 18.09004
H 20.23785 12.85478 19.19995
H 21.02032 14.26623 18.73456
H 21.24364 13.84309 20.39079
C 22.13270 13.85465 14.36799
C 21.39648 14.22413 15.64631
O 21.73366 15.54636 16.16412
C 22.92840 15.62550 16.80952
C 23.14062 16.93132 17.47221
O 23.75401 14.73978 16.85317
H 23.06419 13.28606 14.53542
H 22.37634 14.87338 13.92183
H 21.42815 13.26547 13.78966
H 20.30310 14.19988 15.47403
H 21.63935 13.57011 16.48405
H 24.14202 17.28715 17.37969
H 22.88662 16.73399 18.49982
H 22.49794 17.76114 17.06663
C 20.90346 10.61196 21.71779
C 19.67025 10.22489 21.01210
O 20.08119 9.36708 19.94181
C 19.76357 9.81562 18.64332
C 20.28968 8.89041 17.61328
O 19.12574 10.81370 18.50166
H 21.37320 9.78978 22.19008
H 20.63614 11.29566 22.53631
H 21.62036 11.15758 21.06131
H 19.00200 9.63433 21.67539
H 19.20797 11.08325 20.58324
H 20.98008 9.45851 17.00469
H 19.50448 8.33650 17.02349
H 20.81065 8.03551 18.10764
C 17.96955 10.11980 9.99919
C 17.81234 11.38174 10.86225
O 18.80268 12.41048 10.56373
C 19.99488 12.31114 11.17198
C 20.94242 13.44817 10.78594
O 20.26609 11.44267 11.95925
H 18.14493 10.42276 8.98605
H 17.06140 9.57291 9.95599
H 18.77299 9.46422 10.32714
H 16.87093 11.90735 10.71329
H 17.84541 11.09330 11.86930
H 21.97081 13.04399 10.86824
H 20.72644 14.24934 11.51049
H 20.79669 13.82858 9.82627
C 13.24181 15.42514 12.78555
C 12.91697 16.76676 13.40546
O 11.79053 17.37865 12.77942
C 10.63246 16.80315 13.14968
C 9.36144 17.53972 12.66682
O 10.54578 15.81297 13.83162
H 13.62590 15.41540 11.79749
H 12.35070 14.76006 12.78344
H 14.00032 15.04764 13.48768
H 12.78053 16.71988 14.51141
H 13.76445 17.52725 13.25314
H 8.66065 16.73258 12.78102
H 9.41901 17.82259 11.58213
H 9.14216 18.41915 13.31309
C 11.83157 9.49229 18.49850
C 11.02036 10.73336 18.48200
O 10.78095 11.27250 17.16970
C 9.93694 12.34172 17.05091
C 9.55381 12.52759 15.62207
O 9.45562 12.98210 17.96967
H 12.90056 9.66515 18.24448
H 11.41320 8.81486 17.73471
H 11.85986 9.03552 19.44757
H 9.98873 10.56540 18.84194
H 11.30431 11.55134 19.08263
H 10.13745 13.22251 15.02747
H 8.55036 13.00159 15.66944
H 9.54830 11.52128 15.14186
C 20.06206 18.22382 14.88626
C 19.99134 17.32900 13.61647
O 18.52949 17.05728 13.29504
C 18.14984 15.80877 13.40849
C 16.66417 15.71294 13.31933
O 18.90316 14.87647 13.58388
H 19.77730 19.30185 14.71439
H 21.10152 18.23882 15.23556
H 19.48194 17.78470 15.65373
H 20.43255 17.83824 12.77562
H 20.54061 16.40450 13.79479
H 16.41593 15.40174 12.30336
H 16.17742 16.63628 13.61119
H 16.30565 14.90024 14.02074
C 16.64926 7.70878 16.69559
C 16.58302 7.83931 15.17751
O 17.90610 8.13491 14.73053
C 18.06113 8.01461 13.40493
C 19.50989 8.30800 13.11350
O 17.18724 7.85561 12.64258
H 17.43641 7.00304 16.93068
H 15.70246 7.39869 17.11632
H 16.91438 8.71713 17.08335
H 16.17738 6.94072 14.71910
H 15.91602 8.59169 14.76256
H 19.57268 9.28716 12.65334
H 19.97963 7.70246 12.33403
H 20.09388 8.31101 14.01846
C 17.08128 14.87921 17.08561
C 15.74192 15.63950 17.12963
O 14.73677 14.81731 16.43550
C 13.52936 15.31784 16.50758
C 12.46890 14.26836 16.10973
O 13.27562 16.43254 16.89583
H 17.66440 15.16699 18.00342
H 17.65722 15.04032 16.19212
H 16.84329 13.82656 17.28843
H 15.34225 15.85151 18.13109
H 15.80830 16.61390 16.59295
H 12.86737 13.76824 15.24178
H 11.56336 14.87930 15.85646
H 12.26620 13.55417 16.86753
C 19.07894 11.40114 15.41764
C 17.85801 11.84278 14.75596
O 16.71847 11.44070 15.61625
C 15.44189 11.83021 15.42318
C 14.50432 11.35059 16.48741
O 15.10446 12.51004 14.45834
H 18.93323 10.38332 15.81298
H 19.38716 12.01880 16.25214
H 19.92211 11.36216 14.75610
H 17.77366 12.93924 14.56114
H 17.64408 11.35343 13.77358
H 14.89802 10.46134 16.97740
H 13.68166 10.98458 15.87187
H 14.17252 12.08467 17.24350
C 16.39509 12.37951 19.73615
N 15.24242 12.41865 20.62623
C 14.01978 12.80644 20.27062
C 13.04169 13.08655 21.34052
O 13.70610 12.94439 19.07797
H 16.67757 13.37490 19.33350
H 16.19564 11.89480 18.83256
H 17.25220 11.89650 20.16278
H 15.42783 12.43709 21.63685
H 12.70821 14.12874 21.37015
H 13.42952 12.87902 22.34538
H 12.18838 12.50898 21.05665
C 11.75501 11.09710 12.26042
N 12.24290 10.58820 13.52817
C 12.55570 9.32056 13.83155
C 12.59922 8.36953 12.68339
O 12.74284 8.95383 14.97336
H 12.43713 10.79565 11.51955
H 11.78445 12.16154 12.24166
H 10.75123 10.69682 11.94055
H 12.07606 11.13749 14.33726
H 13.58303 8.55841 12.22338
H 11.85081 8.60110 11.90267
H 12.58808 7.33304 13.04834
*
```

The records above give, respectively, max |F| values of 0.0139, 0.0708 Eh/bohr.
The records above give, respectively, E_tot values of -5433.18122, -3574.02748 hartree.